Entry 1:
{
  "formula": "C24H21N3O6S",
  "method": "ωB97M-V/def2-TZVPD",
  "largest_force_ev_per_a": 1.0,
  "total_energy_ev": -52820.52854,
  "smiles": "Cc1cc(NC(=O)c2ccc(S(=O)(=O)N3CCOCC3)cc2)nc2c1c(=O)oc1ccccc12",
  "de_lowest_ev": 0.000,
  "e_homo_ha": -0.3260,
  "e_lumo_ha": -0.0174,
  "symbols": ["C", "C", "C", "C", "N", "C", "O", "C", "C", "C", "C", "S", "O", "O", "N", "C", "C", "O", "C", "C", "C", "C", "N", "C", "C", "C", "O", "O", "C", "C", "C", "C", "C", "C", "H", "H", "H", "H", "H", "H", "H", "H", "H", "H", "H", "H", "H", "H", "H", "H", "H", "H", "H", "H", "H"],
  "coordinates": [[2.8649, -0.1035, 5.5978], [1.6004, -0.1034, 4.8153], [1.6384, -0.3390, 3.4511], [0.4481, -0.3371, 2.7245], [0.3776, -0.5520, 1.3558], [1.3838, -0.8473, 0.4780], [2.5441, -0.9946, 0.7897], [0.9203, -0.9914, -0.9380], [1.5850, -1.9153, -1.7411], [1.2152, -2.0802, -3.0643], [0.1952, -1.3034, -3.5785], [-0.2899, -1.4593, -5.2960], [-1.7191, -1.4463, -5.3802], [0.4261, -2.5509, -5.8919], [0.2591, 0.0234, -5.8789], [-0.4150, 0.4702, -7.0854], [0.0432, 1.8977, -7.3839], [1.4425, 1.9554, -7.5386], [2.1029, 1.5002, -6.3836], [1.6988, 0.0645, -6.0366], [-0.4601, -0.3662, -2.8031], [-0.1015, -0.2104, -1.4758], [-0.7378, -0.1191, 3.2739], [-0.7986, 0.1079, 4.5823], [0.3406, 0.1297, 5.4087], [0.2015, 0.3907, 6.8452], [1.1064, 0.4342, 7.6411], [-1.0556, 0.6046, 7.3271], [-2.1642, 0.5841, 6.5466], [-3.3906, 0.8154, 7.1656], [-4.5455, 0.8036, 6.4122], [-4.4929, 0.5630, 5.0426], [-3.2827, 0.3345, 4.4277], [-2.1008, 0.3423, 5.1716], [3.7145, -0.3028, 4.9500], [3.0005, 0.8546, 6.0962], [2.8209, -0.8535, 6.3854], [2.5717, -0.5247, 2.9477], [-0.5729, -0.5209, 1.0094], [2.3871, -2.4947, -1.3101], [1.6978, -2.7993, -3.7075], [-1.4873, 0.4232, -6.8992], [-0.1645, -0.1814, -7.9344], [-0.3826, 2.2512, -8.3237], [-0.2696, 2.5592, -6.5625], [3.1708, 1.5578, -6.5986], [1.8616, 2.1541, -5.5315], [2.1549, -0.2437, -5.0945], [2.0202, -0.6218, -6.8322], [-1.2459, 0.2196, -3.2518], [-0.5959, 0.5396, -0.8755], [-3.4083, 0.9990, 8.2278], [-5.4961, 0.9823, 6.8912], [-5.4038, 0.5556, 4.4638], [-3.2128, 0.1445, 3.3689]]
}



Entry 2:
{
  "formula": "C4H11MnO2PS",
  "method": "ωB97M-V/def2-TZVPD",
  "largest_force_ev_per_a": 0.4,
  "total_energy_ev": -59844.74243,
  "charge": 2,
  "de_lowest_ev": 0.000,
  "e_homo_ha": [-0.5838, -0.5838],
  "s_squared": 8.76,
  "e_lumo_ha": [-0.3997, -0.4075],
  "spin_multiplicity": 6,
  "symbols": ["C", "O", "C", "C", "O", "C", "P", "S", "H", "H", "H", "H", "H", "H", "H", "H", "H", "H", "H", "Mn"],
  "coordinates": [[-0.3211, -1.3309, 2.5573], [0.4748, -2.0882, 1.6568], [0.6397, -1.5788, 0.3783], [1.1911, -0.1562, 0.3505], [1.3504, 0.2535, -1.0350], [0.5385, 1.1993, -1.5327], [-1.2309, 0.7317, -1.8531], [-2.3162, 2.4440, -2.1560], [0.3084, -0.7366, 3.2211], [-1.0311, -0.6809, 2.0315], [-0.8961, -2.0298, 3.1588], [1.3756, -2.2130, -0.1167], [-0.2917, -1.6601, -0.2128], [2.1817, -0.1252, 0.7985], [0.5553, 0.5726, 0.8661], [0.4958, 2.1546, -0.9038], [0.9390, 1.5155, -2.5045], [-1.2462, -0.0954, -2.9793], [-1.7730, 0.0238, -0.7786], [-0.9439, 3.8000, -0.9464]]
}



Entry 3:
{
  "formula": "C4H7N3O",
  "method": "ωB97M-V/def2-TZVPD",
  "largest_force_ev_per_a": 5.4,
  "total_energy_ev": -10776.84902,
  "smiles": "[H]/N=C(C)\\N=C/NC=O",
  "de_lowest_ev": 2.898,
  "e_homo_ha": -0.3759,
  "e_lumo_ha": 0.0144,
  "symbols": ["H", "N", "C", "C", "N", "C", "N", "C", "O", "H", "H", "H", "H", "H", "H"],
  "coordinates": [[0.3234, 1.1277, -1.5851], [1.2193, 1.2333, -0.9026], [1.2148, -0.0215, -0.4242], [2.1445, -0.2913, 0.7480], [0.4103, -1.0533, -0.8286], [-0.7615, -1.0492, -0.4323], [-1.2105, 0.3165, -0.0580], [-2.4650, 0.4744, 0.3527], [-3.3660, -0.2053, -0.2222], [2.6596, -1.3023, 0.5876], [1.5923, -0.3012, 1.7529], [2.8695, 0.6486, 0.7039], [-1.4036, -1.8682, -0.5234], [-0.4723, 0.9510, -0.0992], [-2.7547, 1.3407, 0.9306]]
}



Entry 4:
{
  "formula": "C25H37N3O5",
  "method": "ωB97M-V/def2-TZVPD",
  "largest_force_ev_per_a": 0.6,
  "total_energy_ev": -41235.29300,
  "smiles": "COc1ccc(C[C@H](NC(C)=O)C(=O)NC2CCN(C(=O)C3CCCCC3)CC2)cc1OC",
  "de_lowest_ev": 0.001,
  "e_homo_ha": -0.2991,
  "e_lumo_ha": 0.0221,
  "symbols": ["C", "O", "C", "C", "C", "C", "C", "C", "N", "C", "C", "O", "C", "O", "N", "C", "C", "C", "N", "C", "O", "C", "C", "C", "C", "C", "C", "C", "C", "C", "C", "O", "C", "H", "H", "H", "H", "H", "H", "H", "H", "H", "H", "H", "H", "H", "H", "H", "H", "H", "H", "H", "H", "H", "H", "H", "H", "H", "H", "H", "H", "H", "H", "H", "H", "H", "H", "H", "H", "H"],
  "coordinates": [[4.0202, 1.8189, -2.8639], [2.7856, 2.3477, -3.2950], [1.7023, 2.4093, -2.4741], [0.5977, 3.0403, -3.0428], [-0.5955, 3.1775, -2.3654], [-0.7216, 2.6794, -1.0761], [-2.0344, 2.7886, -0.3566], [-3.1253, 1.8884, -0.9923], [-4.4403, 2.2810, -0.5544], [-5.1183, 3.3042, -1.1191], [-6.5219, 3.4736, -0.5788], [-4.6258, 4.0195, -1.9667], [-2.9299, 0.4256, -0.5937], [-3.7395, -0.1612, 0.1009], [-1.8026, -0.1273, -1.0687], [-1.3472, -1.4584, -0.7044], [-0.0247, -1.7479, -1.4092], [0.5326, -3.0993, -0.9627], [0.6602, -3.1655, 0.4802], [1.9016, -3.2047, 1.0323], [2.8977, -3.1431, 0.3350], [2.0010, -3.3668, 2.5450], [3.3027, -4.0967, 2.8875], [3.4577, -4.2464, 4.3964], [3.4356, -2.8814, 5.0767], [2.1447, -2.1433, 4.7387], [1.9947, -1.9932, 3.2274], [-0.6019, -2.9727, 1.1536], [-1.1671, -1.5921, 0.8125], [0.3785, 2.0603, -0.4917], [1.5883, 1.9123, -1.1613], [2.6795, 1.2913, -0.6064], [2.5889, 0.7687, 0.6932], [4.4172, 2.3666, -2.0069], [4.6901, 1.9425, -3.7147], [3.9440, 0.7594, -2.6122], [0.7134, 3.4232, -4.0439], [-1.4289, 3.6799, -2.8311], [-1.9282, 2.5353, 0.6999], [-2.3999, 3.8145, -0.4334], [-3.0692, 1.9965, -2.0829], [-4.8830, 1.6306, 0.0829], [-7.1096, 2.5834, -0.7914], [-6.9879, 4.3335, -1.0504], [-6.4919, 3.6227, 0.4979], [-1.1520, 0.4635, -1.5659], [-2.1124, -2.1785, -1.0239], [-0.1648, -1.7502, -2.4909], [0.6951, -0.9651, -1.1614], [1.5239, -3.2617, -1.3882], [-0.1379, -3.9029, -1.2880], [1.1644, -3.9666, 2.9147], [4.1405, -3.5313, 2.4773], [3.3033, -5.0782, 2.4095], [4.3956, -4.7581, 4.6193], [2.6422, -4.8598, 4.7882], [3.5236, -3.0006, 6.1585], [4.2887, -2.2925, 4.7330], [2.1442, -1.1564, 5.2063], [1.2926, -2.7013, 5.1351], [1.0700, -1.4569, 3.0018], [2.8286, -1.4065, 2.8362], [-0.4904, -3.0683, 2.2309], [-1.3024, -3.7437, 0.8099], [-2.1287, -1.4500, 1.3045], [-0.4804, -0.8172, 1.1613], [0.2813, 1.6902, 0.5174], [2.3847, 1.5490, 1.4341], [3.5639, 0.3260, 0.8908], [1.8275, -0.0148, 0.7649]]
}



Entry 5:
{
  "formula": "C17H39FN6O13S",
  "method": "ωB97M-V/def2-TZVPD",
  "largest_force_ev_per_a": 8.5,
  "total_energy_ev": -67350.43832,
  "smiles": "NCCCCC[C@@H]1CCOS(=O)(=O)[C@H]1CCCF.C[N+](=O)[O-].C[N+](=O)[O-].C[N+](=O)[O-].C[N+](=O)[O-].C[N+](=O)[O-]",
  "e_homo_ha": -0.3387,
  "e_lumo_ha": -0.0206,
  "symbols": ["N", "C", "C", "C", "C", "C", "C", "C", "C", "O", "S", "O", "O", "C", "C", "C", "C", "F", "H", "H", "H", "H", "H", "H", "H", "H", "H", "H", "H", "H", "H", "H", "H", "H", "H", "H", "H", "H", "H", "H", "H", "H", "C", "N", "O", "O", "H", "H", "H", "C", "N", "O", "O", "H", "H", "H", "C", "N", "O", "O", "H", "H", "H", "C", "N", "O", "O", "H", "H", "H", "C", "N", "O", "O", "H", "H", "H"],
  "coordinates": [[0.7133, 0.4884, 0.1919], [1.8450, -0.4723, -0.1428], [2.2556, -0.4891, -1.7428], [1.6848, -1.7918, -2.5685], [0.2248, -1.4022, -3.2167], [-0.9729, -2.4602, -2.8530], [-1.6837, -2.2384, -1.3939], [-1.0793, -3.4430, -0.4032], [-1.6592, -3.2745, 1.1205], [-3.0915, -3.5657, 1.2823], [-3.9008, -3.7214, -0.2088], [-3.7662, -5.1871, -0.7786], [-5.4443, -3.5485, 0.0740], [-3.2792, -2.5585, -1.5608], [-4.2580, -1.2529, -1.6669], [-3.5207, 0.1577, -2.0474], [-3.3275, 1.0306, -0.6617], [-3.1475, 0.1975, 0.5614], [0.2745, 0.1742, 1.0961], [-0.0320, 0.4823, -0.5453], [2.8009, -0.0929, 0.4476], [1.6157, -1.5559, 0.2739], [1.9321, 0.4903, -2.2971], [3.4384, -0.5501, -1.7936], [1.6399, -2.7866, -1.9285], [2.4402, -1.9892, -3.4593], [-0.1583, -0.3266, -2.9609], [0.3721, -1.4501, -4.4005], [-0.4893, -3.5505, -2.8466], [-1.7195, -2.4546, -3.7689], [-1.4219, -1.2352, -0.8538], [0.0904, -3.2290, -0.3463], [-1.2000, -4.5126, -0.8674], [-1.0193, -3.8958, 1.9140], [-1.5111, -2.1386, 1.4334], [-3.4003, -3.1688, -2.5793], [-4.9465, -1.1087, -0.7072], [-5.0236, -1.4801, -2.5544], [-4.3003, 0.7764, -2.7068], [-2.5566, 0.0629, -2.7029], [-4.3188, 1.6667, -0.4700], [-2.4482, 1.8022, -0.6899], [-3.8385, -5.3919, 4.0674], [-2.4858, -5.2142, 4.6608], [-1.9771, -6.1959, 5.2143], [-1.9728, -4.0941, 4.5542], [-4.1654, -6.4204, 4.2345], [-4.5108, -4.6884, 4.5628], [-3.7600, -5.1810, 2.9989], [7.2084, -0.4986, -1.5815], [5.9507, -1.1182, -2.0792], [5.6700, -2.2461, -1.6576], [5.2807, -0.4547, -2.8792], [7.6930, -1.1900, -0.8889], [7.8470, -0.3085, -2.4465], [6.9399, 0.4304, -1.0741], [8.1005, 0.4912, 2.6379], [7.5399, 1.1224, 1.4128], [6.4110, 1.6194, 1.4981], [8.2492, 1.1011, 0.4001], [7.3729, 0.5828, 3.4472], [8.2926, -0.5590, 2.4092], [9.0235, 1.0187, 2.8877], [-2.8512, 4.8289, 1.2643], [-1.6972, 5.0663, 0.3557], [-1.2638, 4.0948, -0.2745], [-1.2590, 6.2214, 0.3009], [-3.1306, 3.7744, 1.2126], [-2.5351, 5.0949, 2.2751], [-3.6733, 5.4627, 0.9255], [-0.9759, 9.4367, 1.1009], [-2.0448, 9.4990, 2.1339], [-3.1573, 9.0570, 1.8246], [-1.7366, 9.9899, 3.2263], [-1.3856, 8.9842, 0.1953], [-0.6462, 10.4592, 0.9056], [-0.1639, 8.8274, 1.5030]]
}



Entry 6:
{
  "formula": "C6H18ClO3S",
  "method": "ωB97M-V/def2-TZVPD",
  "largest_force_ev_per_a": 5.7,
  "total_energy_ev": -36012.20855,
  "charge": -1,
  "de_lowest_ev": 0.274,
  "e_homo_ha": -0.1452,
  "e_lumo_ha": 0.1242,
  "symbols": ["Cl", "C", "C", "O", "H", "H", "H", "H", "H", "H", "C", "C", "O", "H", "H", "H", "H", "H", "H", "C", "S", "O", "C", "H", "H", "H", "H", "H", "H"],
  "coordinates": [[0.3034, 1.3330, 0.7438], [4.2984, -1.3690, -0.6972], [3.2044, -0.9140, 0.3048], [3.2744, 0.4660, 0.4908], [4.0654, -0.9030, -1.6472], [4.2564, -2.4740, -0.6932], [5.3524, -1.2310, -0.4342], [3.3494, -1.5480, 1.3258], [2.3684, -1.2530, -0.1582], [2.4014, 0.5860, 0.7608], [-1.0626, -3.0900, -1.5612], [-0.1806, -2.2430, -0.6402], [-1.0476, -1.5120, 0.2418], [-0.4146, -3.4030, -2.4202], [-1.6706, -2.4990, -2.3052], [-1.4806, -3.8900, -1.0402], [0.3334, -1.6730, -1.3862], [0.6494, -2.9260, 0.1398], [-0.7806, -0.5710, 0.1968], [-1.8716, 3.5690, 1.7748], [-2.3016, 2.0100, 0.9448], [-3.2426, 1.3110, 1.9158], [-3.4396, 2.6600, -0.2882], [-2.6806, 4.3430, 1.7878], [-1.0376, 3.9930, 1.4708], [-1.6036, 3.0770, 2.6278], [-3.8136, 1.8830, -0.7802], [-2.9246, 3.2920, -0.9152], [-4.3036, 2.9750, 0.2408]]
}